Entry P
This record from OMol25 describes a structure of composition C4H4O5Tl. The level of theory is wB97M-V/def2-TZVPD.

Geometry as ORCA input:
```
! RIJCOSX wB97M-V def2-TZVPD def2/J DEFGRID3
* xyz -1 1
O -0.536 0.127 1.453
C 1.139 1.122 0.233
O 1.878 2.056 0.554
C 1.827 -0.177 -0.259
O 1.858 -1.139 0.563
O 2.346 -0.148 -1.380
O -0.087 1.418 -0.280
C -1.119 0.460 0.294
H -1.987 1.137 0.409
C -1.414 -0.619 -0.727
H -1.504 -0.195 -1.735
H -0.634 -1.387 -0.804
H -2.354 -1.113 -0.440
Tl 0.586 -1.543 2.120
*
```

## Properties
Orbital gap in eV: 7.918
E_HOMO in hartree: -0.181

Charges obtained by Mulliken population analysis, quoted in units of e: atom 1 (O): -0.833, atom 2 (C): 0.687, atom 3 (O): -0.638, atom 4 (C): 0.634, atom 5 (O): -0.639, atom 6 (O): -0.657, atom 7 (O): -0.425, atom 8 (C): 0.536, atom 9 (H): 0.243, atom 10 (C): -1.204, atom 11 (H): 0.323, atom 12 (H): 0.275, atom 13 (H): 0.323, atom 14 (Tl): 0.376

---

Entry Q
This record from OMol25 describes a structure of composition C4H4O5Tl. The level of theory is wB97M-V/def2-TZVPD.

Geometry as ORCA input:
```
! RIJCOSX wB97M-V def2-TZVPD def2/J DEFGRID3
* xyz -1 1
O -0.451 -0.435 1.063
C 0.153 -0.784 -0.122
C -1.508 0.490 0.841
O 2.028 -0.095 0.088
O -0.532 -0.181 -1.149
C -1.732 0.408 -0.667
H -1.199 1.490 1.167
H -2.383 0.161 1.416
H -1.848 1.392 -1.137
H -2.591 -0.224 -0.932
O 0.456 -2.007 -0.247
O 3.740 1.360 0.180
C 3.012 0.657 -0.534
Tl 2.854 -2.232 0.034
*
```

## Properties
Orbital gap (spin up / spin down) in eV: 4.507 / 4.506
E_HOMO (spin up / spin down) in hartree: -0.057 / -0.057

Charges obtained by Mulliken population analysis, quoted in units of e: atom 1 (O): -0.294, atom 2 (C): 0.966, atom 3 (C): -0.281, atom 4 (O): 0.138, atom 5 (O): -0.336, atom 6 (C): -0.259, atom 7 (H): 0.276, atom 8 (H): 0.229, atom 9 (H): 0.245, atom 10 (H): 0.234, atom 11 (O): -0.807, atom 12 (O): -0.309, atom 13 (C): -1.071, atom 14 (Tl): 0.269

---

The structure with the greatest stability is entry P.

---

Entry P
This record from OMol25 describes an isolated molecule of C2H3NOS. The level of theory is wB97M-V/def2-TZVPD.

Geometry as ORCA input:
```
! RIJCOSX wB97M-V def2-TZVPD def2/J DEFGRID3
* xyz 0 3
C 0.204 -0.388 -0.049
C -0.990 0.233 0.092
N -1.969 -0.624 0.199
O -4.890 -0.469 -0.015
S -3.739 0.352 -0.179
H 1.134 -0.010 -0.551
H 0.171 -1.402 0.259
H -1.320 1.283 0.102
*
```

## Properties
Orbital gap (spin up / spin down) in eV: 8.868 / 7.648
<S²>: 2.03
E_HOMO (spin up / spin down) in hartree: -0.310 / -0.345

Charges obtained by Mulliken population analysis, quoted in units of e: atom 1 (C): -0.705, atom 2 (C): 0.197, atom 3 (N): -0.454, atom 4 (O): -0.339, atom 5 (S): 0.387, atom 6 (H): 0.266, atom 7 (H): 0.321, atom 8 (H): 0.327

---

Entry Q
This record from OMol25 describes a structure of composition C2H3NOS. The level of theory is wB97M-V/def2-TZVPD.

Geometry as ORCA input:
```
! RIJCOSX wB97M-V def2-TZVPD def2/J DEFGRID3
* xyz 0 3
C 1.473 -0.402 -1.378
C 0.250 0.563 -0.139
N 0.523 -0.771 -0.507
O 1.248 1.162 -0.879
S 2.625 -0.999 -2.263
H -0.907 0.708 -0.421
H 0.300 0.699 0.901
H -0.036 -1.615 -0.540
*
```

## Properties
Orbital gap (spin up / spin down) in eV: 6.502 / 6.680
<S²>: 2.01
E_HOMO (spin up / spin down) in hartree: -0.211 / -0.357

Charges obtained by Mulliken population analysis, quoted in units of e: atom 1 (C): 0.204, atom 2 (C): -0.127, atom 3 (N): -0.135, atom 4 (O): -0.405, atom 5 (S): -0.259, atom 6 (H): 0.213, atom 7 (H): 0.266, atom 8 (H): 0.244

---

The structure with the greatest stability is entry P.